This record from OMol25 describes a cluster of 3 separate species, C2H3N3O2 in total at a distorted geometry. The level of theory is the ωB97M-V functional and the def2-TZVPD basis.

Total energy = -10684.7092 eV
2S+1 = 1
ΔE to the lowest compared entry with this formula, charge and spin = 3.7475 eV
Orbital gap = 8.49 eV

Structure (XYZ):
```
10
Properties=species:S:1:pos:R:3:mulliken_charge:R:1
C -2.16290 1.01503 -1.08069 0.096
C -2.86621 -1.44964 -0.49881 0.721
N -1.83884 1.19204 -0.00080 -0.367
N 3.78424 0.26278 1.18810 0.007
N 3.56537 1.36075 1.57861 -0.468
O -2.14496 -1.68446 0.33928 -0.290
O -3.45626 -1.11807 -1.45206 -0.432
H 3.67814 -0.63156 1.81894 0.237
H 4.01004 0.13478 0.20522 0.225
H -2.56864 0.91836 -2.09778 0.272
```

This record from OMol25 describes a structure of composition C40H47N6NiO8P2S3 at a distorted geometry. The level of theory is the ωB97M-V functional and the def2-TZVPD basis.

Total charge = -1
Expectation value of S² = 2.0056
Total energy = -159690.7659 eV
2S+1 = 3
ΔE to the lowest compared entry with this formula, charge and spin = 4.2639 eV
Orbital gap (alpha / beta) = 3.76 / 3.72 eV

Structure (XYZ):
```
107
Properties=species:S:1:pos:R:3:lowdin_spin:R:1
Ni 0.78633 1.93060 0.61909 1.743
C 2.92505 2.04879 5.52683 0.000
N 2.16371 1.39425 4.40837 0.000
C 1.11374 0.41300 4.54842 0.003
C 0.49961 0.36999 3.34023 0.006
N 0.98734 1.40759 2.53260 0.054
C 1.98818 1.96267 3.17742 0.000
P 3.33770 2.87307 2.36452 -0.001
C 2.25184 4.14950 1.62081 0.000
N 1.16887 3.86551 0.92547 0.046
C 0.67331 5.05342 0.44052 0.006
C 1.43454 6.07734 0.94257 0.002
N 2.51963 5.48797 1.65869 0.001
C 3.65308 6.22253 2.35208 0.000
C 3.51258 1.89024 0.84072 -0.003
N 2.52825 1.23483 0.15171 0.037
C 3.15508 0.32701 -0.65051 0.008
C 4.48164 0.46638 -0.51178 0.003
N 4.77803 1.37176 0.50782 -0.001
C 5.98504 2.23772 0.45591 0.000
H 2.45845 1.85478 6.56873 0.000
H 4.01929 1.69606 5.50565 0.000
H 2.96665 3.13698 5.33920 0.000
H 0.99031 -0.18076 5.43498 0.001
H -0.35133 -0.26552 3.03608 0.000
H -0.27921 5.07727 -0.06260 0.000
H 1.31576 7.09943 0.91256 0.000
H 4.30017 5.48525 2.82376 0.000
H 4.28704 6.78957 1.61744 0.000
H 3.33878 6.92371 3.11922 0.000
H 2.60714 -0.46033 -1.23984 0.000
H 5.21017 -0.22481 -0.93830 0.001
H 6.88858 1.67129 0.13874 0.000
H 5.91748 3.12757 -0.20407 0.000
H 6.16185 2.56077 1.49473 0.000
O -3.46109 -1.76122 -3.84009 0.001
C -2.39428 -1.20243 -3.40568 0.000
C -1.51866 -0.53921 -4.34382 0.000
C -0.42238 0.18731 -3.91799 0.000
C -0.05597 0.18728 -2.58421 0.001
C -0.85761 -0.40749 -1.66429 0.000
C -1.92594 -1.21774 -2.00488 0.001
C -2.66229 -2.21685 -1.07420 0.000
O -3.55118 -2.95892 -1.69972 0.000
O -2.50715 -2.30713 0.13977 0.000
H -3.56786 -2.68674 -2.71900 0.000
H -1.76753 -0.69700 -5.36929 0.000
H 0.20379 0.66478 -4.66981 0.000
H 0.84271 0.69600 -2.24385 0.001
H -0.70068 -0.12711 -0.62835 0.001
C -5.06633 1.89236 1.98103 0.000
C -4.33772 0.68774 1.33985 0.000
C -5.37046 -0.25990 0.76797 0.000
C -3.28847 -0.02876 2.20983 0.000
O -3.60840 1.16535 0.14541 0.002
P -2.53327 2.38978 0.03069 0.007
O -2.78583 3.53570 0.99791 0.002
O -1.12064 1.77862 0.15717 0.073
O -2.67833 2.71978 -1.53170 0.001
C -3.70795 3.60108 -2.12520 0.000
C -3.63684 4.94198 -1.47621 0.000
C -5.08607 2.86889 -2.08548 0.000
C -3.22322 3.73557 -3.54742 0.000
H -5.53767 1.57840 2.93848 0.000
H -5.89220 2.18058 1.29036 0.000
H -4.37330 2.74099 2.08490 0.000
H -6.11644 -0.50711 1.56085 0.000
H -4.86020 -1.15520 0.50069 0.000
H -6.03768 0.17256 -0.00515 0.000
H -3.84075 -0.62935 2.98640 0.000
H -2.60640 0.70085 2.71446 0.000
H -2.68175 -0.75476 1.63904 0.000
H -4.00841 4.88308 -0.46441 0.000
H -4.20134 5.71630 -2.01920 0.000
H -2.65930 5.37298 -1.46638 0.000
H -4.98088 2.02412 -1.40303 0.000
H -5.24140 2.47479 -3.05669 0.000
H -5.95797 3.50076 -1.90670 0.000
H -2.15660 3.89876 -3.42862 0.000
H -3.69306 4.58484 -4.03694 0.000
H -3.43479 2.81917 -4.05497 0.000
O 2.10990 -3.33583 -0.59632 0.000
C 2.05262 -4.65946 -0.51521 0.000
C 2.20058 -5.23744 0.88857 0.000
C 2.40254 -6.57107 1.27092 0.000
C 2.34443 -6.74474 2.65549 0.000
C 2.12994 -5.57206 3.30620 0.000
S 1.94843 -4.19889 2.28127 0.000
C 3.04200 -5.15845 -1.60743 0.000
C 3.47730 -6.41952 -1.99408 0.000
C 4.36912 -6.32694 -3.07310 0.000
C 4.61775 -5.05335 -3.49724 0.000
S 3.75451 -3.91438 -2.55331 0.000
C 0.66455 -5.30424 -0.98859 0.000
C 0.18567 -5.21666 -2.29970 0.000
C -1.12838 -5.84206 -2.51774 0.000
C -1.55329 -6.38350 -1.32464 0.000
S -0.47362 -6.18733 -0.04562 0.000
H 2.57733 -7.34818 0.47595 0.000
H 2.60732 -7.71112 3.17672 0.000
H 2.07614 -5.43369 4.40712 0.000
H 3.24082 -7.37665 -1.52099 0.000
H 4.88255 -7.20785 -3.50394 0.000
H 5.25668 -4.69052 -4.25896 0.000
H 0.68322 -4.59070 -3.06697 0.000
H -1.66697 -5.91802 -3.42879 0.000
H -2.50600 -6.91624 -1.17892 0.000
```

This record from OMol25 describes a cluster of 2 separate species, C6H14O in total. The level of theory is the ωB97M-V functional and the def2-TZVPD basis.

Total energy = -8490.9992 eV
2S+1 = 1
ΔE to the lowest compared entry with this formula, charge and spin = 5.8931 eV
Orbital gap = 7.78 eV

Structure (XYZ):
```
21
Properties=species:S:1:pos:R:3:mulliken_charge:R:1
C -2.50830 0.67801 -0.91354 -1.412
C -2.13527 -0.74181 0.64045 -0.322
C -0.86694 -1.36786 0.54251 -0.430
C 0.37729 -0.73331 1.09299 -0.639
C 1.26897 -0.13628 0.00971 -0.332
O 2.39518 0.46473 0.59912 -0.318
C 3.22878 1.06774 -0.35442 -0.700
H -3.59114 0.80620 -0.79484 0.427
H -2.29249 0.37333 -1.94351 0.383
H -1.98947 1.61236 -0.68001 0.317
H -2.28949 0.04487 1.37825 0.259
H -3.02736 -1.31611 0.40380 0.313
H -0.81657 -2.32546 0.04166 0.368
H -1.49742 -0.41599 -0.40062 0.173
H 0.96552 -1.46606 1.65851 0.307
H 0.12047 0.06319 1.80478 0.211
H 1.57857 -0.92431 -0.69948 0.314
H 0.69499 0.61043 -0.57005 0.258
H 3.60144 0.33632 -1.08986 0.284
H 4.07897 1.50235 0.17695 0.249
H 2.70427 1.86765 -0.90239 0.291
```

Please write out number 3 again, unchanged.
This record from OMol25 describes a cluster of 2 separate species, C6H14O in total. The level of theory is the ωB97M-V functional and the def2-TZVPD basis.

Total energy = -8490.9992 eV
2S+1 = 1
ΔE to the lowest compared entry with this formula, charge and spin = 5.8931 eV
Orbital gap = 7.78 eV

Structure (XYZ):
```
21
Properties=species:S:1:pos:R:3:mulliken_charge:R:1
C -2.50830 0.67801 -0.91354 -1.412
C -2.13527 -0.74181 0.64045 -0.322
C -0.86694 -1.36786 0.54251 -0.430
C 0.37729 -0.73331 1.09299 -0.639
C 1.26897 -0.13628 0.00971 -0.332
O 2.39518 0.46473 0.59912 -0.318
C 3.22878 1.06774 -0.35442 -0.700
H -3.59114 0.80620 -0.79484 0.427
H -2.29249 0.37333 -1.94351 0.383
H -1.98947 1.61236 -0.68001 0.317
H -2.28949 0.04487 1.37825 0.259
H -3.02736 -1.31611 0.40380 0.313
H -0.81657 -2.32546 0.04166 0.368
H -1.49742 -0.41599 -0.40062 0.173
H 0.96552 -1.46606 1.65851 0.307
H 0.12047 0.06319 1.80478 0.211
H 1.57857 -0.92431 -0.69948 0.314
H 0.69499 0.61043 -0.57005 0.258
H 3.60144 0.33632 -1.08986 0.284
H 4.07897 1.50235 0.17695 0.249
H 2.70427 1.86765 -0.90239 0.291
```

Question: What is the ΔE to the lowest compared entry with this formula, charge and spin in the third record?
Answer: 5.8931 eV